(1)
This record from OMol25 describes a cluster of 2 separate species, C3H4N2S in total at a distorted geometry. The level of theory is ωB97M-V/def2-TZVPD.

Computed properties:
**ΔE to the lowest compared entry with this formula, charge and spin**: 7.356 eV
**Frontier orbital gap (spin up / spin down)**: 6.684 / 7.248 eV
**Multiplicity**: 1
**E_HOMO (spin up / spin down)**: -8.51 / -9.02 eV
**E**: -16984.135 eV
**LUMO level (spin up / spin down)**: -1.83 / -1.77 eV

```
10
C3H4N2S (ωB97M-V/def2-TZVPD)
C 2.42 -0.05 0.01
C 1.08 0.10 -0.09
C -1.58 0.79 0.10
N 3.56 -0.25 0.13
N 0.55 -2.09 -0.08
S 0.11 1.43 -0.17
H -2.13 1.61 0.55
H -1.54 -0.06 0.77
H -2.03 0.52 -0.86
H -0.43 -1.99 -0.36
```

Here are the Löwdin charges for atoms 1 to 4, given in e: atom 1 (C): -0.3732, atom 2 (C): -0.4885, atom 3 (C): -0.3429, atom 4 (N): 0.1842



(2)
This record from OMol25 describes a structure of composition C24H31BrIN6O6Se2Ti at a distorted geometry. The level of theory is ωB97M-V/def2-TZVPD.

Computed properties:
**ΔE to the lowest compared entry with this formula, charge and spin**: 1.174 eV
**⟨S²⟩**: 2.01
**Frontier orbital gap (spin up / spin down)**: 5.596 / 5.212 eV
**Multiplicity**: 3
**E_HOMO (spin up / spin down)**: -3.82 / -4.04 eV
**E**: -278574.491 eV
**LUMO level (spin up / spin down)**: 1.78 / 1.17 eV
**Total charge**: -1

```
72
C24H31BrIN6O6Se2Ti (ωB97M-V/def2-TZVPD)
Ti 0.74 -0.53 0.22
Br 3.87 0.16 2.34
C 3.41 -1.57 1.71
C 4.23 -2.60 2.14
C 4.03 -3.87 1.64
C 3.06 -4.04 0.67
C 2.28 -2.96 0.31
N 2.40 -1.72 0.86
C 1.29 -3.03 -0.80
O 1.06 -4.05 -1.42
O 0.76 -1.87 -1.03
H 5.02 -2.39 2.85
H 4.64 -4.69 1.98
H 2.87 -4.98 0.18
O 2.65 -1.02 -5.09
C 2.25 0.34 -5.20
C 1.72 0.85 -3.85
C 1.25 2.30 -4.11
O 1.45 3.22 -3.06
C 2.88 0.75 -2.85
Se 2.47 1.09 -0.95
C 0.56 -0.05 -3.42
Se -0.47 0.65 -1.90
H 2.93 -1.33 -5.96
H 1.45 0.44 -5.95
H 3.09 0.96 -5.51
H 0.19 2.26 -4.39
H 1.80 2.72 -4.96
H 1.06 2.83 -2.26
H 3.64 1.49 -3.11
H 3.31 -0.25 -2.92
H 0.92 -1.03 -3.14
H -0.15 -0.15 -4.24
C -4.11 -3.80 2.76
C -2.97 -2.98 2.23
C -1.98 -2.55 3.02
C -0.86 -1.66 2.53
N -0.84 -1.48 1.06
C -1.85 -1.98 0.34
C -2.93 -2.66 0.82
H -3.91 -4.13 3.78
H -4.28 -4.68 2.13
H -5.03 -3.21 2.77
H -1.95 -2.80 4.08
H 0.10 -2.10 2.83
H -1.78 -1.80 -0.73
H -3.70 -3.02 0.15
N 0.31 1.78 3.38
C 0.15 0.62 2.79
O 0.96 0.23 1.90
C -0.95 -0.30 3.24
I -2.55 3.22 4.28
H 1.01 2.37 2.95
H -0.54 2.27 3.80
H -0.88 -0.43 4.32
H -1.91 0.19 3.03
C -0.48 5.14 -0.16
N -1.35 4.01 0.11
C -2.68 4.08 -0.06
C -3.47 3.01 0.16
C -2.82 1.80 0.55
N -1.52 1.71 0.72
C -0.74 2.81 0.52
O 0.48 2.83 0.69
N -3.56 0.70 0.79
H -1.08 6.05 -0.18
H 0.04 5.02 -1.11
H 0.27 5.22 0.62
H -3.08 5.04 -0.36
H -4.54 3.07 0.05
H -4.54 0.71 0.57
H -3.10 -0.19 0.89
```

Here are the Löwdin charges for atoms 1 to 4, given in e: atom 1 (Ti): 0.5691, atom 2 (Br): 0.8324, atom 3 (C): -0.6608, atom 4 (C): -0.1106